Record 1
The following is a DFT calculation (ωB97M-V with the def2-TZVPD basis set) of a molecular structure, C26H35N3RuSSi2Te in a non-equilibrium geometry.

## Properties
⟨S²⟩: 0.775
relative energy (zero: lowest compared OMol25 entry of this formula, charge and spin): 45.4 kcal per mole
LUMO energy (spin up / spin down): -4.010 / -3.854 eV
total charge: +1
highest occupied orbital energy (spin up / spin down): -10.66 / -10.49 eV
gap between HOMO and LUMO (spin up / spin down): 0.244 / 0.244 Eh
2S+1: 2
E_tot: -2515.79090 hartree

Geometry (Å):
C -1.392 -1.682 5.710
C 2.995 0.503 0.090
H -2.371 1.492 -7.105
C 1.774 3.282 -0.541
H -4.382 -0.546 0.734
N -3.478 -0.165 0.517
H 1.385 -0.825 -4.852
C 1.202 -0.056 5.753
C 0.040 -1.912 -1.378
H -0.846 -2.621 5.571
C -0.029 -0.672 1.947
H -2.189 -1.213 1.616
C -1.551 0.981 -6.616
C -2.574 -2.467 -2.160
H -2.417 1.193 4.475
N -4.468 1.882 0.478
H 4.605 -2.103 1.576
C -0.212 -0.544 3.146
C -3.340 1.166 0.460
C 3.249 -0.547 0.984
C 5.289 -1.071 -0.180
C -0.247 0.557 -4.654
H 1.843 3.152 -1.623
Si -0.466 -0.254 4.954
H -3.579 -2.696 -2.497
H -1.924 1.899 -4.705
Ru -0.109 0.008 0.063
H -0.907 -0.042 -8.388
C -0.675 -0.985 -2.158
H 0.908 3.924 -0.338
H 1.117 -1.819 -1.274
H -5.379 1.458 0.441
C 5.023 -0.064 -1.103
C -1.303 1.215 -5.267
C -1.870 -3.389 -1.374
H -2.331 -4.325 -1.083
H 1.891 1.409 2.865
C -0.577 -3.113 -0.988
H -1.747 1.558 6.077
C 3.881 0.713 -0.976
H 5.722 0.129 -1.909
H 6.190 -1.664 -0.269
H 2.556 -0.742 1.799
H 1.724 0.829 5.376
C 4.398 -1.319 0.857
C -0.733 0.116 -7.330
H 2.249 3.079 2.345
Te 0.170 0.944 -2.589
H -1.511 -1.526 6.787
N -2.363 -0.974 0.648
H -2.388 -1.797 5.271
C 1.573 2.225 2.211
S -1.849 1.945 0.371
H -2.501 -1.817 0.112
C -1.999 -1.265 -2.516
H -2.552 -0.560 -3.125
H 0.966 -1.198 -7.257
H -4.404 2.881 0.375
H 3.697 1.511 -1.689
H -0.012 -3.832 -0.407
H -0.941 2.152 4.616
H 0.563 2.527 2.506
Si 1.599 1.693 0.424
H 1.101 0.048 6.839
H 2.671 3.803 -0.196
C 0.568 -0.316 -5.348
C -1.487 1.306 5.043
H 1.831 -0.928 5.554
C 0.322 -0.533 -6.698

=====

Record 2
The following is a DFT calculation (ωB97M-V with the def2-TZVPD basis set) of a molecular structure, C26H35N8OS3W in a non-equilibrium geometry.

## Properties
relative energy (zero: lowest compared OMol25 entry of this formula, charge and spin): 5.7 kcal per mole
LUMO energy: -11.249 eV
total charge: +3
highest occupied orbital energy: -16.54 eV
gap between HOMO and LUMO: 0.195 Eh
E_tot: -2785.80556 hartree

Geometry (Å):
C -2.910 0.719 3.430
C 2.636 -0.317 -2.303
H -0.208 -3.761 -2.446
C 3.309 -0.189 -1.032
C 5.278 -0.018 0.343
H -3.174 4.545 1.577
N -1.046 1.246 0.235
N -0.258 3.333 -0.455
C 3.106 -0.158 1.380
H -4.111 2.260 1.182
N -0.125 -3.095 1.858
S -0.976 1.321 -2.856
H 4.247 -0.387 -3.624
H -1.932 2.412 2.557
H -0.776 -2.282 3.714
C 0.018 -4.540 2.139
H 6.355 0.064 0.432
C -0.402 -2.633 0.650
C -2.619 0.599 -2.971
C -0.448 4.476 -1.359
S -2.672 -0.616 -1.729
C -0.603 -3.095 -1.684
H 1.843 -3.902 0.512
H 0.951 -2.621 3.569
N 1.303 -0.408 -2.523
H 4.936 0.004 2.469
H -0.396 -2.069 -2.066
O 1.194 -0.301 -0.003
C 0.077 -2.242 3.041
C 1.134 2.922 -0.278
H 1.244 2.291 0.590
W -0.327 -0.126 -1.089
H -0.168 5.413 -0.879
C 4.479 -0.052 1.488
H -1.682 -3.167 -1.647
H 0.258 -1.211 2.753
C 4.698 -0.089 -0.906
S -3.654 0.957 -4.109
H 2.016 -3.069 -1.034
C -1.666 0.635 1.378
C 1.119 -0.578 -3.900
C 2.320 -0.592 -4.493
H -3.904 -1.106 3.990
H -3.575 1.429 -0.288
N 0.010 -3.372 -0.420
C -2.606 4.551 0.646
H -1.478 4.531 -1.697
H 2.598 -0.709 -5.529
C -2.138 1.352 2.470
C -1.270 2.600 -0.011
C -2.656 -1.365 2.269
H -0.661 -4.795 2.953
H 2.470 -0.178 2.256
H -3.286 1.288 4.274
H -3.162 5.130 -0.090
H 1.496 -4.764 -0.987
C -3.714 2.395 0.177
H -0.236 -5.133 1.269
H -2.858 -2.429 2.176
N -2.452 3.150 0.206
H -1.643 5.011 0.831
H 1.746 3.809 -0.133
C 1.425 -3.803 -0.484
N -1.025 -1.457 0.394
H 5.336 -0.064 -1.785
C -3.230 -0.627 3.291
C -1.800 -0.752 1.366
H 0.151 -0.685 -4.349
H 0.192 4.329 -2.230
H 1.035 -4.764 2.459
N 3.249 -0.419 -3.483
C 2.539 -0.214 0.120
H 1.511 2.414 -1.167
H -4.433 2.969 -0.405

=====

Record 3
The following is a DFT calculation (ωB97M-V with the def2-TZVPD basis set) of a molecular structure, C26H36BN11O8Sm in a non-equilibrium geometry.

## Properties
⟨S²⟩: 8.758
relative energy (zero: lowest compared OMol25 entry of this formula, charge and spin): 60.2 kcal per mole
LUMO energy (spin up / spin down): -3.634 / -3.393 eV
total charge: +1
highest occupied orbital energy (spin up / spin down): -10.80 / -10.80 eV
gap between HOMO and LUMO (spin up / spin down): 0.263 / 0.272 Eh
2S+1: 6
E_tot: -2899.11796 hartree

Geometry (Å):
C -0.269 -3.620 1.145
H -3.934 3.564 1.100
H -0.654 -2.021 -2.874
C 1.171 0.006 -3.043
N -3.350 2.793 1.373
H -0.799 2.645 -1.766
Sm -0.042 0.063 0.078
O -5.945 3.174 -6.589
C -4.518 2.166 -4.532
C -0.261 -5.144 1.175
H -3.081 3.354 -1.011
H 0.065 -5.548 0.216
H 2.643 2.435 -1.410
H 1.542 2.063 -3.861
H -1.212 3.217 4.037
H 4.162 -0.049 -0.212
H 4.283 -2.665 0.259
N -4.264 0.520 -2.926
H -0.933 -2.249 -4.599
C 1.160 2.716 5.205
H 4.726 1.438 1.748
C -2.602 2.110 0.499
C 1.607 1.353 -3.055
C 2.347 -3.682 0.742
H 0.409 -5.519 1.947
H -0.221 0.823 -5.355
H -2.250 -3.505 0.242
C -2.309 2.169 -3.221
O -4.643 4.890 -6.715
N 1.432 -0.552 -1.868
C 0.610 -0.810 -4.175
N 2.558 -1.491 0.481
O -5.373 0.096 -3.187
C 0.494 0.003 -5.461
H 0.141 -0.632 -6.272
H -2.928 5.108 -5.065
N -2.649 2.467 -0.794
C 2.153 1.565 -1.818
C 1.711 1.720 2.974
N -4.989 3.827 -6.238
N 1.515 1.054 1.824
C 3.689 1.469 2.035
C -3.720 1.623 -3.472
H -1.532 -0.799 -3.803
N -1.267 4.528 -3.200
O -0.452 4.984 -3.962
O -1.373 4.835 -2.021
C -1.688 2.003 -1.813
H 3.536 2.523 3.957
C -1.246 -3.120 0.071
H 0.004 3.898 2.956
H 1.858 2.065 5.730
C -3.071 4.109 -4.677
N 1.251 -1.743 0.758
H 2.578 -4.729 0.807
N 2.064 0.407 -1.101
C 3.071 1.996 3.145
C 0.609 2.066 3.939
H 0.343 2.944 5.887
H -0.912 -3.433 -0.919
H -1.364 -2.021 0.049
C -0.445 2.965 3.303
O -1.897 1.145 0.912
H 1.451 0.427 -5.764
H -3.364 2.487 2.330
B 3.009 -0.062 0.101
H -2.639 0.086 -1.912
H -0.608 -3.258 2.123
H -1.598 1.609 -3.849
O -1.310 0.696 -1.607
H -0.921 2.478 2.457
C 1.107 -3.062 0.903
H 1.670 3.652 4.973
C 3.227 -2.649 0.466
C -2.285 3.607 -3.731
O -3.601 -0.236 -2.023
H 1.361 -1.591 -4.338
C -0.705 -1.507 -3.835
H -1.258 -5.529 1.381
N 2.756 0.904 1.262
H 0.138 1.119 4.231
C -4.171 3.308 -5.144
H -5.411 1.639 -4.835